{"formula": "C12H10O2", "method": "ωB97M-V/def2-TZVPD", "species": ["O", "O", "C", "C", "C", "C", "C", "C", "C", "C", "C", "C", "C", "C", "H", "H", "H", "H", "H", "H", "H", "H", "H", "H"], "coordinates": [[-1.242126, 1.286139, -0.950548], [-2.060886, 0.800851, 1.192986], [0.858810, 1.626165, 0.659998], [-0.349502, 0.166833, -0.867849], [-0.527747, -0.718507, -1.969375], [0.746507, 0.351970, 0.155360], [1.568472, -0.691465, 0.522251], [-2.945757, -0.830002, -1.935423], [2.534365, -0.440924, 1.487820], [1.810766, 1.824436, 1.620717], [2.590038, 0.777998, 2.045096], [-3.058775, -0.290993, -0.669128], [-1.681740, -1.020524, -2.542461], [-2.043970, 0.502757, -0.195139], [-1.613058, -1.619966, -3.413177], [3.259207, -1.262798, 1.658744], [-3.727133, -1.303882, -2.379081], [1.960910, 2.897279, 2.038884], [-3.785403, -0.484318, 0.109346], [1.365372, -1.655290, 0.175946], [-1.469120, 1.591361, 1.141765], [0.392401, -1.347812, -2.337147], [0.239662, 2.407074, 0.406490], [3.461990, 0.805093, 2.717824]], "forces_ev_per_a": [[0.559, -1.260, 0.646], [1.193, 0.820, -3.043], [1.767, -0.532, 1.736], [4.010, 1.469, 1.698], [3.646, -2.509, -1.333], [-3.526, -0.978, -3.794], [0.471, 0.743, 1.021], [0.837, 0.560, -0.159], [-0.487, -2.939, -1.932], [0.124, 3.040, 1.117], [2.891, 0.461, 1.640], [1.007, 1.145, 1.794], [-0.300, -0.382, 0.330], [-4.716, 1.206, 2.749], [-0.223, -0.511, -0.742], [-0.534, 0.802, 0.472], [-2.314, -1.106, -1.179], [-0.242, -2.098, -0.610], [-0.254, -0.446, -0.408], [0.003, -1.340, -0.773], [-0.538, -0.578, 1.083], [-1.490, 1.820, 0.534], [-1.149, 1.527, -0.933], [-0.736, 1.087, 0.086]], "multiplicity": 3, "homo_energy_ev": [-4.99, -8.92], "gap_ev": [5.8, 6.5], "s_squared": 2.031, "relative_energy_ev": 0.765, "total_charge": 0, "total_energy_ev": -16694.8400, "lumo_energy_ev": [0.811, -2.470]}